Formula: C7H2Cl6NO3
Source: the Open Molecules 2025 dataset
Level of theory: ωB97M-V with the def2-TZVPD basis set

Element x y z (Å)
1 Cl -0.864 -0.364 1.622
2 C 1.558 -0.321 -0.102
3 Cl 2.507 -1.148 1.004
4 C 1.011 -1.194 -1.166
5 O 0.755 -2.398 -1.012
6 C 1.074 -0.593 -2.513
7 Cl 0.766 -1.593 -3.854
8 C 1.482 0.732 -2.662
9 Cl 1.603 1.373 -4.241
10 C 1.752 1.578 -1.540
11 Cl 2.262 3.167 -1.792
12 C 1.679 1.058 -0.218
13 Cl 2.170 2.064 1.083
14 C -2.128 -0.395 2.782
15 N -3.564 -0.392 2.158
16 O -4.040 0.729 1.905
17 O -4.045 -1.511 1.907
18 H -1.997 -1.335 3.322
19 H -1.981 0.544 3.317

Results
- total charge = -1
- Kohn-Sham gap (eV) = 5.6
- HOMO level (eV) = -3.7
- 2S+1 = 1

Atom charges from the Löwdin analysis, given in e for atoms 1 to 6:
1. Cl 0.750
2. C -0.787
3. Cl 0.693
4. C -0.552
5. O -0.089
6. C -0.655